[1]
51
Properties=species:S:1:pos:R:3 method="wB97M-V/def2-TZVPD" e_above_lowest_kcal_mol=202.9 orbital_gap_ev=5.02 charge=+2 largest_force_ev_per_a=6.934 total_energy_ev=-85317.4715
Zn 20.774 -36.319 10.821
C 18.182 -37.852 7.680
O 18.826 -37.415 8.605
N 18.131 -37.403 6.435
N 17.431 -38.928 7.793
H 17.598 -37.832 5.692
H 18.561 -36.492 6.362
H 17.454 -39.370 8.701
H 16.800 -39.124 7.029
C 22.344 -40.322 11.400
O 22.138 -39.063 11.498
N 23.533 -40.841 11.632
N 21.438 -41.233 11.308
H 24.280 -40.166 11.713
H 23.692 -41.832 11.520
H 20.452 -41.015 11.317
H 21.805 -42.158 11.137
C 18.502 -32.629 10.187
O 19.239 -33.668 10.396
N 18.408 -31.613 11.028
N 17.558 -32.604 9.299
H 17.792 -30.827 10.875
H 18.921 -31.721 11.890
H 16.887 -31.857 9.192
H 17.629 -33.259 8.533
C 23.975 -35.135 8.286
O 22.969 -35.690 8.764
N 25.067 -35.697 7.879
N 24.024 -33.799 8.111
H 25.733 -35.041 7.497
H 25.159 -36.702 7.822
H 24.657 -33.446 7.407
H 23.275 -33.259 8.520
C 23.467 -34.087 13.466
O 22.641 -34.867 12.888
N 24.715 -33.901 13.096
N 23.193 -33.382 14.445
H 25.346 -33.466 13.754
H 24.996 -34.494 12.328
H 22.432 -33.814 14.948
H 23.912 -32.748 14.765
C 17.267 -37.480 12.541
C 17.045 -39.012 12.794
O 17.469 -39.849 11.689
O 18.699 -37.165 12.687
H 16.615 -36.969 13.250
H 16.792 -37.242 11.590
H 15.979 -39.208 12.907
H 17.591 -39.375 13.665
H 17.302 -40.759 11.945
H 18.818 -37.020 13.628

[2]
18
Properties=species:S:1:pos:R:3 method="wB97M-V/def2-TZVPD" e_above_lowest_kcal_mol=18.1 orbital_gap_ev=10.33 charge=0 largest_force_ev_per_a=0.208 total_energy_ev=-6416.1551
C 1.891 0.745 -0.501
C 1.367 -0.642 -0.138
C 0.235 -0.594 0.907
C -1.002 0.051 0.325
C -1.253 1.351 0.479
C -1.907 -0.838 -0.501
H 2.379 1.218 0.362
H 2.193 -1.253 0.245
H 2.615 0.698 -1.321
H 1.004 -1.151 -1.043
H 0.582 -0.036 1.787
H 0.008 -1.616 1.240
H -2.094 1.834 -0.017
H 1.071 1.399 -0.814
H -0.626 1.982 1.108
H -1.400 -1.757 -0.816
H -2.271 -0.327 -1.398
H -2.785 -1.136 0.089